Computed, not measured: an isolated ion of composition C6H8BN2O3 and charge +1 at a distorted geometry, with ωB97M-V with the def2-TZVPD basis set.

Output
SMILES: NB(O)OC(=O)c1cc[nH+]cc1
LUMO: -5.44 eV
DFT total energy: -593.24093 a.u.
Net charge: +1
Relative energy (zero: lowest compared OMol25 entry of this formula, charge and spin): 4.432 eV
Kohn-Sham gap: 7.8 eV
HOMO energy: -13.26 eV
Multiplicity: 1

XYZ file:
```
20
Properties=species:S:1:pos:R:3:forces:R:3:lowdin_charge:R:1
N -0.05272 1.99434 -1.03063 -0.4842 -0.5022 -0.4442 0.141
B -1.23343 1.44254 -1.75937 -0.4698 2.1195 -1.7873 -0.539
O -1.55499 2.06000 -3.04643 -0.4708 -0.8069 2.7445 0.088
O -2.11278 0.38719 -1.29232 2.9628 -1.2439 0.1306 0.153
C -1.43051 -0.83828 -1.08209 -0.6401 -3.0641 -1.6977 -0.333
O -1.72268 -1.87682 -1.71144 1.0884 4.2148 2.5614 0.148
C -0.28206 -0.96317 0.02461 1.9357 0.9405 3.0682 0.001
C 1.17915 -1.40362 -0.24274 -1.1451 1.0219 3.5590 0.081
C 2.17322 -1.42605 0.96821 -3.3125 0.5451 -1.3556 0.042
N 1.72825 -1.04651 2.28029 -2.3077 0.2973 -2.2076 0.048
C 0.37101 -0.61886 2.59930 -1.3451 -0.4409 -3.7163 0.034
C -0.70039 -0.56336 1.49444 4.0488 -1.2432 -0.7929 0.079
H -0.30546 2.84242 -0.48229 0.3742 -0.9741 -0.4318 0.101
H 0.69354 2.24915 -1.71016 -0.9717 0.1014 0.6934 0.096
H -2.23481 2.76470 -2.91568 0.6962 -0.7809 -0.4354 0.120
H 1.53461 -1.67338 -1.29822 -0.5597 0.4068 1.9221 0.138
H 3.26584 -1.75015 0.79514 -2.0104 0.6804 0.6547 0.153
H 2.40673 -1.03984 3.05571 -0.4103 -0.0757 -0.6351 0.164
H 0.05660 -0.29409 3.65231 1.1115 -0.7188 -1.6570 0.147
H -1.77913 -0.24618 1.70136 1.9098 -0.4771 -0.1732 0.138
```
Positions in Å, forces in eV/Å.